9 unconnected molecules or ions with the total composition C22H46Br12N2O5 at a distorted geometry, computed with ωB97M-V with the def2-TZVPD basis set.

The value obtained for the LUMO energy is -0.050 eV. As for the HOMO energy: -9.187 eV. The total charge is 0. The relative energy (zero: lowest compared OMol25 entry of this formula, charge and spin) comes out at 5.026 eV. As for the SMILES: CCOC(=O)OC.CN(C)C=O.CN(C)C=O.BrCCBr.BrCCBr.BrCCBr.BrCCBr.BrCCBr.BrCCBr. Its HOMO-LUMO gap is 9.1 eV. For the molar mass, the calculation gives 1377.47 g/mol.

Each line ends with the Mulliken charge.
Geometry (Å):
C -0.239 -0.186 -6.898  -1.035
C 0.519 -1.490 -6.656  -0.223
O 1.154 -2.088 -7.784  -0.352
C 0.506 -2.830 -8.661  0.805
O -0.673 -3.173 -8.583  -0.585
O 1.380 -3.161 -9.594  -0.326
C 0.959 -4.043 -10.671  -0.728
H 0.549 0.524 -7.147  0.283
H -0.753 0.228 -6.031  0.340
H -0.757 -0.338 -7.845  0.301
H -0.157 -2.228 -6.225  0.321
H 1.223 -1.257 -5.856  0.295
H 1.475 -4.979 -10.887  0.298
H 1.236 -3.643 -11.646  0.278
H -0.103 -4.282 -10.724  0.328
C -0.446 -0.426 1.839  -0.910
N 0.326 -0.805 0.623  0.198
C -0.295 -0.420 -0.684  -0.865
C 1.486 -1.569 0.608  0.119
O 2.006 -1.970 1.622  -0.573
H -0.117 -0.834 2.795  0.307
H -1.437 -0.775 1.549  0.291
H -0.334 0.658 1.816  0.318
H -1.353 -0.642 -0.818  0.307
H -0.064 0.645 -0.664  0.337
H 0.307 -0.911 -1.448  0.214
H 1.780 -1.957 -0.380  0.258
C -6.753 3.045 -2.000  -1.023
N -6.180 2.101 -1.030  0.126
C -5.830 2.611 0.333  -0.929
C -5.944 0.830 -1.494  0.147
O -5.253 -0.065 -0.772  -0.637
H -7.421 2.590 -2.732  0.362
H -6.258 3.866 -2.520  0.303
H -7.417 3.589 -1.329  0.370
H -6.705 2.609 0.983  0.312
H -5.053 2.096 0.897  0.315
H -5.478 3.635 0.212  0.359
H -6.321 0.749 -2.525  0.296
Br 2.580 -2.143 6.231  -0.183
C 3.921 -0.588 6.157  -0.522
C 3.244 0.445 5.290  -0.562
Br 4.426 2.099 5.387  -0.183
H 4.904 -0.893 5.798  0.400
H 4.049 -0.326 7.207  0.373
H 2.212 0.704 5.524  0.357
H 3.201 0.263 4.216  0.318
Br 9.311 -3.718 -0.957  -0.091
C 8.128 -3.140 -2.346  -0.607
C 6.569 -3.668 -2.291  -0.509
Br 6.695 -5.515 -3.106  -0.143
H 8.637 -3.329 -3.291  0.366
H 8.293 -2.068 -2.236  0.316
H 5.875 -3.150 -2.952  0.302
H 6.054 -3.724 -1.332  0.365
Br 4.903 4.974 1.334  -0.174
C 5.025 3.841 -0.305  -0.631
C 3.769 3.086 -0.533  -0.507
Br 4.192 1.720 -1.888  -0.166
H 5.932 3.273 -0.096  0.384
H 5.222 4.441 -1.193  0.397
H 2.963 3.612 -1.045  0.329
H 3.466 2.680 0.432  0.367
Br -3.613 -4.537 4.578  -0.172
C -3.157 -5.116 2.652  -0.570
C -4.313 -4.917 1.654  -0.496
Br -3.993 -5.897 -0.014  -0.137
H -2.838 -6.149 2.787  0.386
H -2.342 -4.506 2.260  0.334
H -4.590 -3.926 1.296  0.336
H -5.177 -5.400 2.111  0.319
Br -3.715 2.260 6.095  -0.196
C -2.756 0.746 7.032  -0.633
C -2.536 0.961 8.431  -0.473
Br -1.767 -0.795 9.046  -0.151
H -1.801 0.695 6.509  0.307
H -3.239 -0.203 6.801  0.413
H -3.403 1.072 9.081  0.356
H -1.905 1.778 8.780  0.377
Br 0.180 7.309 5.232  -0.170
C -1.000 6.802 3.693  -0.644
C -0.470 5.478 3.123  -0.543
Br -1.434 5.168 1.420  -0.177
H -1.023 7.664 3.026  0.397
H -2.040 6.676 3.993  0.393
H -0.803 4.662 3.763  0.333
H 0.603 5.597 2.972  0.413

5 unconnected molecules or ions with the total composition C22H46ClF9IN5O5PS5 at a distorted geometry, computed with ωB97M-V with the def2-TZVPD basis set.

The value obtained for the LUMO energy is -2.086 eV. As for the HOMO energy: -10.456 eV. The total charge is +1. The relative energy (zero: lowest compared OMol25 entry of this formula, charge and spin) comes out at 0.508 eV. Its HOMO-LUMO gap is 8.4 eV. For the molar mass, the calculation gives 985.29 g/mol.

Each line ends with the Mulliken charge.
Geometry (Å):
C 2.861 -5.284 -2.022  -0.609
C 3.501 -4.402 -1.219  -0.725
C 2.934 -3.112 -0.810  0.614
N 2.271 -2.975 0.325  -0.532
C 1.924 -1.681 0.416  0.328
N 1.249 -1.204 1.465  1.050
C 0.947 -2.235 2.497  -0.837
C 0.163 -1.757 3.704  -1.106
C 1.027 -1.245 4.847  -0.331
Cl 0.059 -0.479 6.111  -0.194
C 0.883 0.182 1.590  -1.586
C 2.018 1.050 2.170  -1.219
C 1.545 2.239 2.986  0.656
F 2.650 2.857 3.468  -0.324
F 0.823 1.803 4.041  -0.236
C 0.703 3.221 2.137  0.731
F -0.501 2.686 1.901  -0.312
F 1.305 3.342 0.933  -0.342
S 0.476 4.984 2.818  1.430
F 0.772 4.486 4.284  -0.285
F 1.999 5.264 2.545  -0.281
F 0.100 5.476 1.359  -0.313
F -1.066 4.731 3.081  -0.296
F 0.313 6.447 3.350  -0.276
N 2.352 -1.001 -0.696  0.806
C 2.251 0.356 -1.185  0.024
C 1.013 0.672 -2.088  -0.582
C -0.151 -0.304 -2.035  -0.968
I -0.076 -1.895 -3.457  0.003
N 3.020 -1.937 -1.466  -0.337
P 3.938 -1.913 -3.032  0.212
N 5.425 -1.206 -2.598  -0.566
O 3.274 -0.728 -3.927  -0.454
H 2.707 -6.301 -1.690  0.277
H 2.471 -4.967 -2.982  0.256
H 4.480 -4.609 -0.800  0.379
H 1.897 -2.639 2.839  0.521
H 0.369 -3.003 2.004  0.466
H -0.336 -2.639 4.103  0.577
H -0.653 -1.078 3.477  0.359
H 1.835 -0.598 4.527  0.114
H 1.498 -2.108 5.309  0.429
H 0.532 0.581 0.644  0.199
H 0.031 0.294 2.247  0.771
H 2.636 0.430 2.812  0.710
H 2.681 1.457 1.413  0.308
H 3.132 0.552 -1.785  0.576
H 2.260 1.089 -0.394  -0.490
H 0.605 1.620 -1.735  0.418
H 1.344 0.860 -3.103  0.482
H -0.357 -0.713 -1.053  -0.004
H -1.041 0.243 -2.327  0.735
H 5.663 -1.341 -1.623  0.297
H 5.504 -0.220 -2.826  0.252
H 3.937 -0.071 -4.172  0.310
C 7.351 -3.834 2.475  -0.934
S 7.767 -4.280 0.787  0.397
O 6.512 -4.168 -0.013  -0.559
C 8.026 -6.025 1.101  -0.968
H 7.109 -2.774 2.491  0.304
H 6.491 -4.417 2.804  0.300
H 8.210 -4.022 3.119  0.392
H 7.120 -6.458 1.523  0.309
H 8.864 -6.146 1.787  0.394
H 8.258 -6.503 0.153  0.316
C -3.732 -3.511 0.711  -1.076
S -2.619 -2.736 -0.461  0.428
O -1.651 -1.918 0.342  -0.538
C -3.809 -1.594 -1.153  -0.904
H -3.164 -4.241 1.283  0.371
H -4.144 -2.755 1.380  0.305
H -4.529 -4.015 0.166  0.408
H -4.218 -0.967 -0.359  0.360
H -4.604 -2.154 -1.643  0.435
H -3.307 -0.969 -1.890  0.170
C -6.930 0.241 -3.285  -0.895
S -5.648 1.078 -4.222  0.403
O -4.364 0.376 -3.927  -0.543
C -5.668 2.584 -3.254  -1.018
H -7.055 -0.755 -3.706  0.332
H -6.630 0.169 -2.240  0.224
H -7.863 0.796 -3.375  0.383
H -5.458 2.355 -2.210  0.336
H -6.642 3.061 -3.342  0.370
H -4.900 3.246 -3.648  0.401
C -8.065 7.012 -2.548  -1.002
S -6.731 5.841 -2.288  0.596
O -7.309 4.668 -1.578  -0.613
C -5.852 6.817 -1.065  -0.954
H -8.761 6.572 -3.259  0.319
H -8.573 7.200 -1.602  0.318
H -7.660 7.937 -2.956  0.370
H -6.509 7.019 -0.220  0.315
H -5.516 7.749 -1.520  0.371
H -4.991 6.241 -0.734  0.294

3 unconnected molecules or ions with the total composition C22H46F3N5O6P at a distorted geometry, computed with ωB97M-V with the def2-TZVPD basis set.

The value obtained for the LUMO energy is -4.032 eV. As for the HOMO energy: -11.868 eV. The total charge is +1. The relative energy (zero: lowest compared OMol25 entry of this formula, charge and spin) comes out at 0.000 eV. Its HOMO-LUMO gap is 7.8 eV. For the molar mass, the calculation gives 564.61 g/mol.

Each line ends with the Mulliken charge.
Geometry (Å):
C 7.971 -0.827 0.489  -0.677
C 6.987 -2.029 0.865  -0.370
O 5.766 -1.878 0.084  -0.350
P 4.759 -0.665 0.687  0.835
O 5.080 -0.332 2.158  -0.775
C 2.976 -1.243 0.656  -0.563
C 2.522 -1.969 -0.695  0.110
C 1.377 -3.086 -0.469  -1.148
N 0.171 -2.487 0.157  0.767
N 0.102 -2.262 1.475  -0.574
N -1.065 -1.722 1.848  -0.295
C -1.766 -1.652 0.591  -0.104
C -3.231 -1.068 0.645  0.373
C -4.277 -1.758 -0.351  -0.742
O -4.676 -0.768 -1.324  -0.376
C -5.600 0.181 -0.784  -0.360
C -5.173 1.625 -1.334  0.825
F -3.870 1.993 -0.922  -0.256
F -6.020 2.632 -0.827  -0.255
F -5.133 1.663 -2.740  -0.242
N -0.964 -2.120 -0.481  0.276
C -1.371 -2.202 -1.906  0.046
C -0.287 -1.683 -2.939  -0.244
N 0.035 -2.516 -3.899  -0.620
O 4.915 0.827 -0.147  -0.384
C 5.300 0.617 -1.537  0.058
C 5.771 2.061 -2.085  -1.134
H 7.452 0.165 0.309  0.137
H 8.723 -0.705 1.329  0.311
H 8.529 -1.154 -0.458  0.266
H 7.498 -2.985 0.490  0.284
H 6.825 -2.178 1.974  0.354
H 2.853 -1.988 1.504  0.365
H 2.322 -0.321 0.836  0.293
H 3.391 -2.378 -1.318  0.470
H 2.055 -1.152 -1.356  -0.142
H 1.170 -3.592 -1.473  0.379
H 1.770 -3.895 0.218  0.380
H -3.204 0.075 0.567  0.336
H -3.614 -1.273 1.708  0.049
H -5.209 -2.049 0.236  0.362
H -3.892 -2.703 -0.847  0.446
H -6.681 0.018 -1.098  0.382
H -5.593 0.270 0.346  0.049
H -1.617 -3.296 -2.149  0.240
H -2.338 -1.630 -2.135  0.237
H 0.239 -0.671 -2.885  0.296
H 0.761 -2.099 -4.499  0.313
H 6.185 -0.073 -1.683  0.347
H 4.354 0.265 -2.086  0.123
H 6.777 2.273 -1.581  0.334
H 5.042 2.871 -1.734  0.233
H 5.842 1.993 -3.213  0.341
C -1.087 3.309 -2.751  -1.048
C 0.271 3.241 -2.072  -0.391
O 1.133 2.253 -2.625  -0.279
C 1.478 2.411 -3.995  -0.314
C 2.220 3.703 -4.296  -1.248
H -1.562 2.325 -2.763  0.196
H -1.740 4.011 -2.228  0.415
H -1.002 3.641 -3.788  0.298
H 0.125 2.970 -1.024  0.320
H 0.762 4.219 -2.076  0.341
H 0.588 2.315 -4.624  0.372
H 2.129 1.568 -4.245  0.343
H 1.588 4.578 -4.133  0.308
H 2.550 3.719 -5.337  0.422
H 3.094 3.806 -3.648  0.257
C -4.467 -1.503 6.625  -1.061
C -3.567 -0.647 5.752  -0.354
O -4.062 -0.470 4.429  -0.318
C -5.321 0.178 4.306  0.044
C -5.334 1.592 4.858  -1.187
H -4.673 -2.462 6.143  0.292
H -3.995 -1.687 7.593  0.391
H -5.429 -1.019 6.810  0.274
H -2.599 -1.143 5.654  0.319
H -3.375 0.324 6.218  0.308
H -6.108 -0.430 4.764  0.301
H -5.542 0.217 3.235  -0.010
H -5.190 1.602 5.940  0.297
H -6.290 2.076 4.644  0.402
H -4.531 2.186 4.416  0.310